1.
# C3H3N3

C3H3N3 in the gas phase (ωB97M-V with the def2-TZVPD basis set, the Open Molecules 2025 dataset).

Each line ends with the natural charge from an NBO analysis.
Element x y z (Å)
C: 0.5047 -0.1155 -0.3550  0.276
C: -0.4554 -1.1379 -0.5989  -0.082
C: 1.0467 0.7352 0.6772  -0.690
N: -3.0345 -1.1396 -0.3587  0.012
N: -1.8499 -1.0157 -0.4990  0.014
N: 0.3808 -0.3752 -1.5636  -0.295
H: 0.4269 0.8991 1.6192  0.252
H: 2.1038 0.5255 0.9063  0.262
H: 0.8768 1.6240 0.1724  0.251

Atomic forces in eV per Å
-1.4 -1.4 1.6
-2.6 -1.6 0.6
0.1 0.0 1.7
7.6 0.1 -0.8
-5.0 0.7 0.4
0.3 0.4 -1.4
0.7 -1.1 -1.2
-0.5 0.3 -0.2
0.8 2.6 -0.7

Computed properties:
2S+1   1
Charge   0
Energy above the lowest of the compared OMol25 structures with the same formula, charge and spin   496.4 kJ/mol
M   81.08 g/mol
HOMO energy (spin up / spin down)   -8.09 / -8.10 eV
HOMO-LUMO gap (spin up / spin down)   8.29 / 8.30 eV
Largest force on an atom   0.1479 Eh/bohr

2.
# C29H56O10S

6 unconnected molecules or ions with the total composition C29H56O10S (ωB97M-V with the def2-TZVPD basis set, the Open Molecules 2025 dataset).

Each line ends with the Löwdin charge.
Element x y z (Å)
C: -3.8064 3.6222 2.5393  0.130
C: -2.6548 3.3633 2.7498  -0.298
O: -1.4325 2.9815 3.1844  -0.227
S: -0.8748 1.7446 2.1447  1.059
O: -1.3760 2.0024 0.8217  -0.363
O: -1.6809 0.3342 2.6029  -0.262
O: -0.7691 -0.6155 3.0528  -0.088
C: -0.7098 -0.5858 4.4735  -0.372
O: -0.0366 0.2656 4.9749  0.135
C: -1.4770 -1.5258 5.3701  -0.117
C: -2.4372 -2.4509 4.9129  -0.001
C: -3.1247 -3.2527 5.8444  -0.067
C: -2.8462 -3.1666 7.2228  -0.067
C: -1.8758 -2.2456 7.6928  -0.062
C: -1.2031 -1.4486 6.7581  -0.018
H: -4.8744 3.7025 2.4016  0.046
H: -2.6490 -2.5377 3.8354  0.121
H: -3.8999 -3.9619 5.5266  0.105
H: -3.3642 -3.8051 7.9545  0.107
H: -1.6204 -2.1743 8.7562  0.107
H: -0.4382 -0.7367 7.1020  0.122
C: 4.1394 -4.6877 4.6295  -0.079
C: 2.7004 -4.4786 4.1926  -0.287
O: 1.9914 -3.5473 4.9925  -0.158
C: 2.5116 -2.2288 5.0321  -0.271
C: 2.5707 -1.5542 3.6731  -0.065
H: 4.1795 -5.0163 5.6696  0.082
H: 4.6183 -5.4440 4.0048  0.077
H: 4.7275 -3.7719 4.5515  0.065
H: 2.1615 -5.4237 4.2790  0.119
H: 2.6473 -4.1881 3.1371  0.100
H: 3.4949 -2.2244 5.5158  0.109
H: 1.8463 -1.6586 5.6831  0.104
H: 3.2339 -2.0798 2.9836  0.070
H: 2.9371 -0.5311 3.7726  0.086
H: 1.5799 -1.5296 3.2170  0.062
C: -2.9045 -6.8817 1.3086  -0.079
C: -2.9173 -5.4939 1.9239  -0.286
O: -1.6497 -5.0668 2.3939  -0.169
C: -0.6159 -4.9791 1.4268  -0.272
C: -0.9149 -4.0092 0.2966  -0.071
H: -2.5307 -7.6148 2.0257  0.082
H: -3.9128 -7.1708 1.0060  0.078
H: -2.2659 -6.9310 0.4254  0.066
H: -3.5775 -5.4974 2.7938  0.112
H: -3.3298 -4.7568 1.2258  0.107
H: -0.3778 -5.9753 1.0374  0.108
H: 0.2721 -4.6372 1.9617  0.108
H: -1.7910 -4.3109 -0.2801  0.067
H: -0.0680 -3.9535 -0.3894  0.081
H: -1.1120 -3.0106 0.6932  0.075
C: -1.1219 0.4629 -2.0060  -0.066
C: 0.3881 0.4458 -1.8648  -0.273
O: 1.0417 -0.3603 -2.8348  -0.159
C: 0.8472 0.0082 -4.1916  -0.276
C: 1.3277 1.4112 -4.5155  -0.080
H: -1.5231 -0.5514 -1.9494  0.085
H: -1.5704 1.0609 -1.2117  0.047
H: -1.4380 0.8879 -2.9610  0.051
H: 0.6495 0.0232 -0.8924  0.115
H: 0.7977 1.4624 -1.8795  0.103
H: -0.2043 -0.1230 -4.4720  0.104
H: 1.4154 -0.7083 -4.7874  0.117
H: 0.7823 2.1700 -3.9513  0.061
H: 1.1924 1.6248 -5.5777  0.077
H: 2.3849 1.5187 -4.2675  0.074
C: 5.1615 5.6112 -4.2621  -0.080
C: 3.6934 5.2248 -4.2924  -0.279
O: 3.4105 4.0076 -3.6223  -0.175
C: 3.7269 3.9607 -2.2413  -0.278
C: 2.9925 4.9975 -1.4092  -0.077
H: 5.7745 4.8200 -4.6976  0.082
H: 5.3225 6.5304 -4.8286  0.077
H: 5.5186 5.7812 -3.2452  0.065
H: 3.3861 5.0781 -5.3293  0.118
H: 3.0654 6.0298 -3.8951  0.106
H: 4.8105 4.0387 -2.0994  0.107
H: 3.4424 2.9642 -1.8979  0.114
H: 3.2500 6.0160 -1.7048  0.065
H: 3.2443 4.8835 -0.3534  0.077
H: 1.9126 4.8858 -1.5271  0.081
C: -1.3150 4.2847 -7.2672  -0.080
C: -2.7845 3.9020 -7.2968  -0.281
O: -3.0693 2.6851 -6.6275  -0.158
C: -2.7493 2.6412 -5.2472  -0.286
C: -3.4816 3.6813 -4.4176  -0.073
H: -0.7044 3.4922 -7.7040  0.080
H: -1.1521 5.2041 -7.8329  0.076
H: -0.9565 4.4527 -6.2502  0.065
H: -3.0935 3.7571 -8.3333  0.118
H: -3.4100 4.7082 -6.8981  0.105
H: -1.6645 2.7181 -5.1085  0.094
H: -3.0338 1.6474 -4.8965  0.115
H: -3.2248 4.6985 -4.7184  0.066
H: -3.2271 3.5718 -3.3619  0.075
H: -4.5615 3.5693 -4.5329  0.083

Atomic forces in eV per Å
-0.1 -0.3 0.0
0.1 0.0 1.3
-1.8 -0.4 -1.6
2.4 -0.4 -0.3
-0.5 0.2 0.7
-1.6 1.2 -0.1
0.4 -1.4 0.5
-0.2 0.8 1.6
0.2 0.2 -0.5
-0.4 -0.8 -0.3
0.0 0.1 0.1
0.1 0.1 0.4
0.5 0.6 -0.1
-0.2 -0.3 -1.0
0.1 0.2 0.1
0.7 0.2 -0.1
0.1 0.0 0.6
0.5 0.4 -0.1
0.2 0.3 -0.6
-0.2 0.0 -0.5
-0.5 -0.4 -0.2
0.1 0.1 0.0
0.0 0.0 0.0
-0.2 -0.1 0.1
0.1 0.0 0.0
0.1 -0.1 -0.1
0.0 0.0 0.0
0.0 0.0 0.0
0.0 0.0 -0.1
-0.1 0.1 0.1
0.1 0.0 0.0
0.0 0.0 -0.1
-0.1 -0.2 0.0
0.1 0.0 0.0
-0.1 0.0 0.0
0.0 0.0 0.0
0.1 -0.1 -0.1
0.0 0.0 -0.1
0.0 0.1 0.3
0.0 0.0 -0.1
-0.2 0.0 0.0
0.0 0.0 0.0
0.0 0.0 0.0
-0.1 0.0 0.0
0.1 0.1 0.1
0.0 -0.1 -0.1
0.0 0.0 -0.1
-0.1 0.0 0.2
0.1 0.0 -0.1
0.0 0.0 0.0
0.1 0.0 0.0
-0.2 0.0 -0.1
-0.1 0.0 -0.1
0.2 -0.2 0.1
-0.1 0.1 -0.1
0.0 0.0 0.1
0.0 0.0 0.0
0.1 -0.1 -0.1
0.0 0.0 0.0
0.1 -0.1 -0.1
-0.1 0.0 0.0
0.0 0.1 0.0
0.0 -0.1 0.2
0.0 0.0 -0.1
0.0 0.0 0.0
0.0 0.0 0.0
0.1 0.0 0.1
0.0 0.1 0.0
-0.1 -0.2 -0.1
0.0 0.1 0.1
0.0 0.1 -0.1
0.0 0.0 0.0
0.0 0.0 0.0
0.0 0.1 0.0
-0.1 -0.1 0.1
0.1 0.0 0.0
0.0 0.1 0.0
0.0 0.0 -0.2
0.1 0.0 0.1
0.0 0.0 0.0
0.0 0.0 0.0
0.1 0.0 0.1
0.0 0.0 0.0
-0.1 -0.2 -0.1
0.1 0.1 0.1
0.0 0.1 -0.1
0.0 0.0 0.0
0.0 0.0 0.0
0.0 0.1 0.0
-0.1 -0.1 0.1
0.1 0.0 0.0
0.0 0.1 0.0
0.0 0.0 -0.2
0.1 0.0 0.1
0.0 0.0 0.0
0.0 0.0 0.0

Computed properties:
2S+1   1
Charge   0
Energy above the lowest of the compared OMol25 structures with the same formula, charge and spin   211.3 kJ/mol
M   596.82 g/mol
HOMO energy   -9.37 eV
HOMO-LUMO gap   8.90 eV
Largest force on an atom   0.0475 Eh/bohr

3.
# C5H14O2

3 unconnected molecules or ions with the total composition C5H14O2 (ωB97M-V with the def2-TZVPD basis set, the Open Molecules 2025 dataset).

Each line ends with the natural charge from an NBO analysis.
Element x y z (Å)
C: -2.8381 1.2756 -0.6978  -0.649
C: -1.5318 0.4852 -0.4714  0.077
C: -0.2923 1.1496 -0.3649  -0.255
C: 0.9559 0.4159 -0.4201  -0.666
C: -1.6174 -0.9317 -0.9710  -0.666
H: -3.5910 0.9646 0.0713  0.214
H: -3.1688 1.0328 -1.6765  0.213
H: -2.7340 2.2959 -0.4491  0.216
H: -0.3585 2.0479 -0.9457  0.207
H: 1.4755 0.4992 -1.3642  0.214
H: 1.7256 0.8585 0.1835  0.214
H: 1.0271 -0.6099 -0.1329  0.217
H: -2.6101 -1.3718 -0.9308  0.213
H: -0.9448 -1.5955 -0.4730  0.240
H: -1.4197 -0.9082 -2.1720  0.209
H: -1.1544 -1.9183 2.6483  0.469
H: 0.0829 -1.3527 2.0019  0.470
O: -0.4042 -2.1542 2.1066  -0.936
H: 4.2992 1.0763 0.1802  0.469
H: 5.1199 -0.1340 -0.2091  0.465
O: 4.6784 0.2477 0.4959  -0.933

Atomic forces in eV per Å
0.8 -1.7 2.3
1.6 1.9 -1.1
-4.4 -2.5 -1.4
2.1 0.2 0.1
-0.2 0.1 -2.0
0.4 -0.3 -0.8
-0.7 0.2 -0.9
0.4 1.4 -0.4
0.3 1.4 1.0
-0.3 -0.1 -0.9
0.3 0.6 0.9
-0.7 -0.8 0.1
-0.2 0.1 0.4
0.5 -0.5 0.0
-0.1 0.0 2.8
-0.3 0.1 0.2
0.5 0.9 -0.1
-0.2 -0.9 -0.1
0.1 -0.2 0.0
1.3 -1.1 -2.2
-1.5 1.3 2.2

Computed properties:
2S+1   1
Charge   0
Energy above the lowest of the compared OMol25 structures with the same formula, charge and spin   197.5 kJ/mol
SMILES   CC=C(C)C.O.O
M   106.16 g/mol
HOMO energy   -8.37 eV
HOMO-LUMO gap   9.15 eV
Largest force on an atom   0.1018 Eh/bohr

4.
# C6H8FN

C6H8FN in the gas phase (ωB97M-V with the def2-TZVPD basis set, the Open Molecules 2025 dataset).

Each line ends with the natural charge from an NBO analysis.
Element x y z (Å)
C: -1.5372 -0.1841 -0.3228  -0.453
C: 2.3197 0.7416 1.0774  -0.640
C: -1.2728 0.2083 1.0777  -0.236
C: -0.5480 -1.0539 -1.0490  -0.283
C: 1.0279 0.6746 0.9458  0.386
C: 0.4503 -0.4449 -1.6470  0.241
N: -0.0946 0.9477 1.2806  -0.413
F: 1.2075 -1.2266 -2.4261  -0.347
H: -2.5721 -0.5266 -0.5624  0.232
H: -1.5881 0.7343 -0.8918  0.214
H: 2.8844 0.3262 2.0195  0.246
H: 2.9778 1.1253 0.2532  0.233
H: -2.1368 0.7678 1.5274  0.204
H: -1.1148 -0.6128 1.7635  0.200
H: -0.6507 -2.1154 -1.1520  0.228
H: 0.6475 0.6385 -1.8940  0.187

Atomic forces in eV per Å
-1.4 -0.2 -2.2
3.4 -0.7 0.2
-1.5 -0.5 2.2
-0.4 1.5 0.9
1.0 0.8 1.5
-0.2 0.4 -1.8
-0.6 1.2 -0.6
1.2 -0.2 -0.4
0.6 -0.3 1.0
0.3 0.6 -0.1
-1.5 0.8 -2.0
-0.8 -0.5 0.9
0.7 -0.3 -0.7
-0.5 -0.9 0.0
0.0 -0.4 0.2
-0.3 -1.3 0.9

Computed properties:
2S+1   1
Charge   0
Energy above the lowest of the compared OMol25 structures with the same formula, charge and spin   298.7 kJ/mol
SMILES   C=C=NCC/C=C/F
M   113.13 g/mol
HOMO energy   -8.36 eV
HOMO-LUMO gap   9.31 eV
Largest force on an atom   0.0684 Eh/bohr

5.
# C4H8O2

C4H8O2 in the gas phase (ωB97M-V with the def2-TZVPD basis set, the Open Molecules 2025 dataset).

Each line ends with the natural charge from an NBO analysis.
Element x y z (Å)
C: -0.1089 -0.4646 -1.7600  -0.644
C: -0.6058 0.5940 -0.8031  0.051
C: -0.2226 0.7102 0.5705  0.023
C: 0.8115 -0.0533 1.3200  -0.082
H: 0.7217 -1.1829 -1.3869  0.227
H: -1.0119 -1.2248 -1.8939  0.220
H: 0.1947 -0.0507 -2.7355  0.229
H: -1.4831 1.0846 -1.0683  0.191
H: -0.9580 1.1868 1.2449  0.171
H: 1.1976 0.5524 2.2824  0.183
H: 1.6266 -0.3538 0.5886  0.204
H: -0.6938 -1.1274 2.3066  0.461
O: 0.3293 1.6497 -0.3827  -0.505
O: 0.2029 -1.3200 1.7176  -0.728

Atomic forces in eV per Å
-0.7 -2.8 0.3
2.5 -0.4 -0.8
0.2 2.1 1.5
0.4 -1.1 0.9
-1.2 1.6 -0.3
1.7 1.6 -0.1
-0.3 -0.2 0.4
-1.8 0.3 -0.5
0.2 -0.2 -0.3
-0.6 -1.3 -2.4
-0.7 0.5 1.3
3.6 -0.5 -2.3
-0.5 -0.8 0.1
-2.8 1.2 2.3

Computed properties:
2S+1   1
Charge   0
Energy above the lowest of the compared OMol25 structures with the same formula, charge and spin   296.8 kJ/mol
SMILES   C[C@@H]1O[C@@H]1CO
M   88.11 g/mol
HOMO energy   -10.07 eV
HOMO-LUMO gap   10.84 eV
Largest force on an atom   0.0837 Eh/bohr